[1]
34
Properties=species:S:1:pos:R:3:lowdin_charge:R:1 method="wB97M-V/def2-TZVPD" homo_energy_ha="-0.002 / -0.002" charge=-2 spin_multiplicity=4 lumo_ev="4.921 / 4.916" orbital_gap_ha="0.1833 / 0.1830" s_squared=3.76 fmax_ev_per_a=6.29 e_tot_ha=-4534.88353
C -1.8352 -0.7564 -1.3959 -0.218
C -1.4253 -1.3487 -0.1618 -0.286
C -1.3289 -0.3068 0.8099 -0.237
H -1.2175 -2.3954 0.0232 0.081
C -1.6745 0.9188 0.1739 -0.218
C -1.9431 0.6510 -1.1970 -0.216
H -2.2723 1.3644 -1.9482 0.106
H -1.9659 -1.2472 -2.3562 0.109
H -1.1002 -0.4065 1.8599 0.101
H -1.7997 1.8833 0.6655 0.104
V -0.0266 -0.0113 -0.7376 0.267
Br 1.4911 -2.0974 -1.1283 -0.113
C 2.5179 0.7296 -4.2988 -0.224
C 1.4103 1.5205 -4.7339 -0.241
C 0.3990 0.6358 -5.2183 -0.244
H 1.3475 2.6052 -4.7052 0.034
C 0.8773 -0.7035 -5.0714 -0.232
C 2.1870 -0.6433 -4.5086 -0.246
H 2.8185 -1.4935 -4.2788 0.042
H 3.4464 1.1044 -3.8797 0.045
H -0.5610 0.9283 -5.6372 0.033
H 0.3394 -1.6069 -5.3424 0.042
S 1.7625 0.8850 0.7739 0.523
C 1.2462 0.6030 2.3832 -0.751
C 1.5577 -0.5918 3.0656 -0.125
C 1.0464 -0.8006 4.3375 -0.130
C 0.2786 0.1782 4.9800 -0.146
C 0.0781 1.4126 4.3484 -0.134
C 0.5512 1.6309 3.0608 -0.154
H 2.1597 -1.3412 2.5565 0.098
H 1.2849 -1.7240 4.8567 0.084
H -0.1005 0.0151 5.9907 0.075
H -0.4239 2.2271 4.8669 0.082
H 0.3793 2.5693 2.5334 0.088


[2]
53
Properties=species:S:1:pos:R:3:lowdin_charge:R:1 method="wB97M-V/def2-TZVPD" homo_energy_ha=-0.317 spin_multiplicity=1 lumo_ev=0.101 orbital_gap_ha=0.3208 fmax_ev_per_a=1.35 e_tot_ha=-1420.73490
C -2.2594 -4.5470 1.8897 -0.112
C -1.4584 -3.2663 1.6848 -0.277
C -2.2417 -2.1844 0.9421 -0.229
C -2.5823 -2.5792 -0.4959 -0.212
C -2.9191 -1.3784 -1.3782 -0.212
C -4.1979 -0.6498 -0.9714 -0.201
H -4.1995 -0.4732 0.1052 0.109
H -5.0666 -1.2662 -1.2144 0.115
C -4.3213 0.7039 -1.6860 -0.199
C -3.3321 1.6284 -1.1779 -0.002
C -2.4952 2.3440 -0.6901 0.023
C -1.5366 3.1777 -0.0706 -0.185
C -1.8210 4.5244 0.1541 -0.025
C -0.9158 5.3290 0.8180 -0.073
C 0.2823 4.8016 1.2827 -0.074
C 0.5772 3.4703 1.0692 -0.018
C -0.3144 2.6462 0.3837 -0.150
C 0.0141 1.2616 0.1162 -0.164
N 0.9031 0.6252 0.7537 -0.122
S 1.1981 -1.0022 0.3005 0.941
O 0.5766 -1.2566 -0.9987 -0.483
C 2.9381 -0.5920 -0.0487 -0.366
C 3.4047 -0.6468 -1.3459 -0.066
C 4.7266 -0.3319 -1.6060 -0.035
C 5.5832 0.0340 -0.5743 -0.277
C 5.0906 0.0792 0.7268 -0.041
C 3.7713 -0.2353 0.9953 -0.088
H 3.3809 -0.1921 2.0003 0.106
H 5.7497 0.3643 1.5343 0.113
C 7.0209 0.3515 -0.8519 -0.052
H 7.1516 0.7053 -1.8716 0.076
H 7.3912 1.1082 -0.1639 0.077
H 7.6293 -0.5445 -0.7246 0.086
H 5.0969 -0.3694 -2.6204 0.113
H 2.7240 -0.9303 -2.1352 0.106
H -0.5472 0.7805 -0.6937 0.104
H 1.5056 3.0402 1.4132 0.111
H 0.9827 5.4338 1.8077 0.103
H -1.1449 6.3721 0.9808 0.104
H -2.7601 4.9275 -0.1963 0.117
H -4.1761 0.5723 -2.7625 0.122
H -5.3175 1.1275 -1.5248 0.117
H -2.0790 -0.6836 -1.3412 0.083
H -3.0159 -1.7154 -2.4138 0.118
H -3.4148 -3.2858 -0.5048 0.110
H -1.7104 -3.0713 -0.9306 0.110
H -3.1538 -1.9604 1.4998 0.109
H -1.6333 -1.2769 0.9196 0.086
H -0.5475 -3.4899 1.1253 0.092
H -1.1590 -2.8744 2.6604 0.105
H -1.6892 -5.2607 2.4804 0.067
H -2.4991 -5.0099 0.9363 0.065
H -3.1894 -4.3348 2.4135 0.073


[3]
63
Properties=species:S:1:pos:R:3:lowdin_charge:R:1 method="wB97M-V/def2-TZVPD" homo_energy_ha=-0.412 charge=+1 spin_multiplicity=1 lumo_ev=-4.859 orbital_gap_ha=0.2338 fmax_ev_per_a=1.78 e_tot_ha=-1291.11060
C 7.0683 -2.0116 0.7993 -0.044
O 5.9435 -2.5243 1.5494 -0.067
C 4.7448 -1.8867 1.4616 -0.238
C 3.6189 -2.5671 1.9865 0.025
C 2.3565 -2.0318 1.8388 -0.005
C 2.1596 -0.7494 1.2640 -0.175
C 0.8215 -0.1723 1.1118 -0.063
C -0.2741 -1.0404 0.9067 -0.035
C -1.6141 -0.6699 0.9219 0.013
C -2.7173 -1.6072 0.9525 -0.218
C -4.0486 -1.1216 1.0334 -0.018
C -5.1188 -1.9995 1.1683 -0.054
C -4.8947 -3.3851 1.1771 -0.043
C -3.5925 -3.8813 1.0309 -0.054
C -2.5126 -3.0075 0.9082 -0.010
C 0.6356 1.2729 1.1943 -0.172
C 1.4424 2.0413 2.0750 -0.008
C 1.2950 3.4029 2.1898 0.026
C 0.3248 4.0776 1.4079 -0.235
O 0.2673 5.4278 1.5460 -0.065
C -0.6739 6.1743 0.7435 -0.045
C -0.5087 3.3350 0.5373 0.017
C -0.3476 1.9593 0.4470 -0.037
C 3.3053 -0.0620 0.7970 -0.008
C 4.5754 -0.6131 0.8679 0.012
H 7.8595 -2.7368 0.9923 0.099
H 6.8486 -1.9684 -0.2774 0.104
H 7.3692 -1.0176 1.1587 0.096
H 3.7820 -3.5261 2.4751 0.130
H 1.4967 -2.5927 2.2050 0.121
H -0.0176 -2.0846 0.7053 0.111
H -1.8892 0.3497 1.1945 0.124
H -4.2118 -0.0419 0.9923 0.125
H -6.1311 -1.6056 1.2765 0.116
H -5.7317 -4.0742 1.2911 0.116
H -3.4085 -4.9572 1.0232 0.115
H -1.5011 -3.3995 0.7924 0.110
H 2.1853 1.5350 2.6915 0.129
H 1.9187 3.9863 2.8629 0.130
H -0.5103 7.2078 1.0496 0.099
H -0.4653 6.0597 -0.3297 0.101
H -1.7093 5.8749 0.9582 0.099
H -1.2702 3.8406 -0.0628 0.115
H -0.9821 1.4043 -0.2497 0.086
H 3.1931 0.9195 0.3363 0.127
H 5.4363 -0.0727 0.4680 0.115
C 0.3961 0.9037 -2.5946 -0.058
C -0.6488 -0.1444 -2.9041 -0.398
C -1.4887 0.1721 -4.1496 -0.139
C -2.8604 -0.4680 -3.8788 -0.156
C -2.9012 -0.7508 -2.3696 -0.196
N -1.6052 -0.3349 -1.8016 -0.024
H 1.0694 1.0356 -3.4497 0.090
H -0.0739 1.8709 -2.3765 0.079
H 0.9975 0.6058 -1.7298 0.063
H -0.1184 -1.1029 -3.0739 0.146
H -1.5997 1.2574 -4.2465 0.114
H -1.0061 -0.2123 -5.0544 0.118
H -3.6801 0.1894 -4.1768 0.108
H -2.9509 -1.4144 -4.4207 0.108
H -3.7037 -0.1871 -1.8779 0.101
H -3.1028 -1.8164 -2.1612 0.114
H -1.2407 -1.0642 -1.2038 0.064


[4]
20
Properties=species:S:1:pos:R:3:lowdin_charge:R:1 method="wB97M-V/def2-TZVPD" homo_energy_ha=-0.308 spin_multiplicity=1 lumo_ev=1.030 orbital_gap_ha=0.3464 smiles="N/N=C/[C@H]1C=C2CC[C@H]2O1" fmax_ev_per_a=6.34 e_tot_ha=-457.25159
N 4.3704 0.4292 -0.3610 -0.012
N 3.1720 0.3646 0.1705 -0.119
C 2.2966 -0.4465 -0.1481 -0.072
C 0.7037 -0.0704 0.5142 -0.137
C -0.3197 1.1237 0.2780 0.052
C -1.6077 0.7606 0.4184 -0.178
C -2.9738 0.6837 -0.2508 -0.113
C -2.6384 -0.7713 -0.5784 -0.112
C -1.5027 -0.6833 0.5647 -0.340
O -0.2185 -1.2159 0.3838 -0.074
H 5.0688 0.8938 0.3654 0.151
H 4.8331 -0.2814 -0.7998 0.042
H 2.2805 -1.2202 -0.9985 0.126
H 1.0625 0.0190 1.4784 0.079
H 0.1643 1.9747 0.1010 0.053
H -3.1003 1.3876 -1.2515 0.165
H -3.7960 0.7612 0.4137 0.084
H -3.4992 -1.3920 -0.2912 0.094
H -2.2386 -1.1790 -1.5307 0.124
H -2.0569 -1.1378 1.5219 0.187


[5]
26
Properties=species:S:1:pos:R:3:lowdin_charge:R:1 method="wB97M-V/def2-TZVPD" homo_energy_ha=-0.355 charge=-1 spin_multiplicity=1 lumo_ev=-5.380 orbital_gap_ha=0.1568 fmax_ev_per_a=4.43 e_tot_ha=-3292.67306
In -0.6095 -1.3461 0.1155 1.639
N -0.9840 -2.1988 3.5437 -0.574
O -0.8826 -3.1996 2.8406 0.040
O -1.0529 -2.2467 4.7513 0.170
O -1.0260 -1.0904 2.9524 0.112
P -1.1441 2.5070 0.4635 0.232
F -0.3248 2.1210 1.8276 -0.180
F -0.1996 3.7983 0.3827 -0.124
F -0.0584 1.5700 -0.3499 -0.207
F -1.9942 2.6557 -0.9281 -0.155
F -1.9992 1.1278 0.7499 -0.228
F -2.3477 3.3039 1.2503 -0.164
P -1.0756 -0.4325 -3.2074 0.203
F -1.3884 1.0941 -3.6437 -0.127
F -2.2955 -0.8538 -4.1991 -0.145
F -0.0265 -0.6730 -4.3895 -0.121
F -0.8860 -1.9739 -2.6361 -0.203
F 0.1942 -0.0055 -2.2693 -0.179
F -2.0641 -0.1899 -1.9060 -0.194
P 2.8970 -0.5609 0.6147 0.190
F 1.4821 0.0595 1.1802 -0.203
F 2.0384 -1.2525 -0.5553 -0.172
F 3.3333 0.7664 -0.2267 -0.130
F 4.2443 -1.2705 0.1023 -0.132
F 3.6153 0.1054 1.9115 -0.154
F 2.5545 -1.8149 1.6249 -0.194